Entry 1:
Density functional theory data (wB97M-V/def2-TZVPD) for a cluster of 8 separate species, C32H43N7O4P in total.

Each line ends with the Löwdin charge.
Atoms and positions in Å:
1 C 1.1397 -1.3753 1.7890  -0.18
2 C 0.4336 -0.4101 0.8398  -0.43
3 C 0.9238 1.0695 0.9153  -0.22
4 C 2.3868 1.1090 1.1918  -0.30
5 O 2.9507 0.9283 2.2447  0.02
6 P -1.2698 -0.4406 0.9640  0.41
7 O -1.9837 0.8354 0.6735  -0.33
8 O -1.8651 -1.6372 -0.0054  -0.20
9 O -1.7326 -1.1247 2.3633  -0.16
10 H 0.6799 -2.3630 1.7076  0.06
11 H 1.1120 -1.0838 2.8475  0.07
12 H 2.1991 -1.5171 1.5466  0.04
13 H 0.3901 1.7132 1.6276  0.11
14 H 0.8020 1.5308 -0.0695  0.09
15 H 3.0200 1.3088 0.2900  0.10
16 H -1.5574 -1.4151 -0.8909  0.05
17 H -2.6609 -1.3837 2.3507  0.05
18 N -5.1782 4.6046 -1.2927  -0.01
19 C -6.1153 3.8204 -0.6798  -0.16
20 C -5.4808 2.6842 -0.2452  -0.14
21 C -4.1061 2.7815 -0.6031  -0.08
22 C -3.9572 3.9774 -1.2507  -0.13
23 H -5.3556 5.5012 -1.7043  0.14
24 H -7.1418 4.1363 -0.5985  0.10
25 H -5.9497 1.8605 0.2720  0.09
26 H -3.3309 2.0569 -0.3961  0.06
27 H -3.0835 4.4394 -1.6786  0.10
28 N 5.7220 2.3566 5.3786  0.00
29 C 5.2729 1.9727 4.1443  -0.13
30 C 6.2941 1.3063 3.5221  -0.11
31 C 7.4016 1.2913 4.4151  -0.12
32 C 7.0163 1.9467 5.5549  -0.16
33 H 5.1776 2.8605 6.0532  0.14
34 H 4.2702 2.1805 3.8147  0.09
35 H 6.2418 0.8700 2.5389  0.09
36 H 8.3669 0.8440 4.2433  0.08
37 H 7.5472 2.1496 6.4693  0.10
38 N 2.6135 -1.3259 -1.2603  0.02
39 C 2.1370 -1.6705 -2.4866  -0.15
40 C 3.1219 -2.3689 -3.1431  -0.13
41 C 4.2379 -2.4462 -2.2656  -0.12
42 C 3.8858 -1.7908 -1.1104  -0.14
43 H 2.0692 -0.8118 -0.5690  0.08
44 H 1.1421 -1.3870 -2.7862  0.11
45 H 3.0494 -2.7695 -4.1422  0.07
46 H 5.1837 -2.9263 -2.4570  0.08
47 H 4.4306 -1.6224 -0.1964  0.11
48 N -5.8621 3.7352 2.9398  0.02
49 C -4.9868 4.6872 3.3707  -0.14
50 C -5.3902 5.1005 4.6151  -0.12
51 C -6.5586 4.3606 4.9456  -0.13
52 C -6.8204 3.5259 3.8887  -0.15
53 H -5.8027 3.2677 2.0483  0.10
54 H -4.1494 4.9806 2.7609  0.11
55 H -4.8987 5.8424 5.2224  0.08
56 H -7.1352 4.4284 5.8534  0.08
57 H -7.6037 2.8027 3.7377  0.10
58 N 3.9047 2.9294 -2.2917  0.01
59 C 3.1698 1.9651 -2.9221  -0.13
60 C 2.8078 2.4526 -4.1498  -0.11
61 C 3.3470 3.7646 -4.2611  -0.12
62 C 4.0187 4.0294 -3.0966  -0.15
63 H 4.2949 2.8400 -1.3712  0.14
64 H 2.9717 1.0160 -2.4513  0.09
65 H 2.2219 1.9261 -4.8845  0.09
66 H 3.2512 4.4362 -5.0983  0.08
67 H 4.5623 4.9013 -2.7754  0.10
68 N 1.3010 -5.0226 -5.7925  0.01
69 C 0.7924 -5.3723 -7.0123  -0.15
70 C 1.7486 -6.0999 -7.6714  -0.12
71 C 2.8792 -6.1899 -6.8123  -0.12
72 C 2.5682 -5.5139 -5.6623  -0.15
73 H 0.8232 -4.4829 -5.0931  0.14
74 H -0.1996 -5.0768 -7.3075  0.10
75 H 1.6499 -6.5186 -8.6592  0.08
76 H 3.8116 -6.6892 -7.0163  0.09
77 H 3.1347 -5.3415 -4.7629  0.10
78 N -4.3648 -5.3854 3.0836  -0.01
79 C -5.4878 -5.1874 2.3247  -0.16
80 C -5.1697 -4.2950 1.3353  -0.11
81 C -3.8012 -3.9405 1.5009  -0.10
82 C -3.3357 -4.6293 2.5880  -0.13
83 H -4.3054 -5.9866 3.8835  0.14
84 H -6.4107 -5.6927 2.5532  0.10
85 H -5.8418 -3.9309 0.5759  0.09
86 H -3.2240 -3.2621 0.8919  0.07
87 H -2.3611 -4.6402 3.0458  0.11

Force components x, y, z for each atom (eV/Å):
C -0.02 -0.23 -0.10
C 0.27 0.45 0.54
C -0.06 -0.02 -0.21
C 0.36 0.13 -0.17
O -0.16 0.19 0.04
P -0.36 -0.01 -0.55
O 0.12 -0.18 0.05
O 0.07 0.11 0.08
O 0.18 0.03 0.08
H 0.00 -0.02 0.04
H -0.03 0.01 -0.01
H -0.02 -0.02 -0.03
H 0.10 -0.15 0.22
H -0.15 0.11 0.08
H 0.01 -0.10 0.03
H -0.01 -0.15 -0.08
H -0.05 0.01 -0.03
N -0.02 0.00 0.00
C 0.01 0.02 0.00
C -0.05 -0.06 0.05
C -0.05 0.03 -0.06
C 0.02 0.03 0.01
H 0.01 0.00 0.01
H 0.00 -0.01 -0.01
H 0.00 -0.04 -0.07
H 0.01 0.02 0.09
H 0.00 -0.01 0.00
N -0.02 0.06 0.00
C 0.05 0.00 0.05
C 0.02 0.02 -0.01
C -0.01 0.00 0.00
C -0.01 0.00 -0.01
H 0.00 -0.02 0.00
H 0.00 -0.07 0.00
H -0.01 -0.01 0.01
H 0.00 0.00 0.00
H 0.00 0.00 0.00
N 0.16 0.16 0.02
C 0.05 -0.02 0.01
C -0.01 -0.03 -0.08
C -0.02 -0.01 -0.02
C -0.03 0.04 -0.06
H -0.49 -0.31 0.07
H -0.01 0.00 0.00
H 0.04 0.02 -0.01
H 0.00 0.00 -0.01
H 0.00 -0.01 0.00
N -0.01 -0.03 0.01
C -0.01 0.02 0.00
C -0.01 0.00 0.00
C 0.01 0.01 -0.01
C -0.01 0.02 -0.01
H 0.07 0.06 -0.01
H 0.01 -0.01 0.00
H 0.00 0.00 0.00
H 0.00 0.00 0.00
H 0.00 0.00 0.01
N 0.01 -0.01 0.03
C 0.00 -0.04 0.00
C 0.02 0.03 0.00
C -0.01 -0.01 0.00
C 0.00 -0.01 0.00
H -0.01 0.00 0.00
H 0.01 -0.01 -0.02
H 0.00 0.00 0.00
H 0.00 0.00 0.00
H 0.00 0.00 0.00
N -0.02 0.02 0.01
C 0.00 -0.01 0.01
C 0.01 0.00 0.00
C -0.06 0.01 -0.03
C 0.05 0.00 0.08
H 0.01 0.00 0.00
H 0.00 0.00 0.00
H 0.00 0.00 0.00
H 0.00 0.00 0.00
H 0.01 0.00 -0.01
N -0.01 -0.01 0.00
C 0.01 0.00 0.01
C 0.00 -0.01 0.03
C -0.02 0.04 -0.03
C 0.01 0.00 0.02
H 0.00 0.01 0.00
H 0.00 0.00 0.00
H 0.00 0.00 0.00
H 0.00 -0.02 -0.02
H 0.00 0.02 0.00

* strongest force on any atom: 0.01460 hartree/bohr
* highest occupied orbital energy: -3.9 eV
* total charge: -1

Entry 2:
Density functional theory data (wB97M-V/def2-TZVPD) for a structure of composition C32H44AlBrCaCl3F6LiN2O5P2S.

Each line ends with the Löwdin charge.
Atoms and positions in Å:
1 C 2.1632 -2.0518 -0.0313  -0.10
2 C 2.2579 -0.7701 0.7806  -0.25
3 C 1.0415 -0.4712 1.6788  -0.12
4 C 0.8109 1.0265 1.7366  -0.18
5 C 1.8915 1.8850 1.9141  -0.13
6 C 1.7345 3.2997 1.9208  -0.37
7 P 3.2266 4.2442 2.1524  0.32
8 S 3.2736 6.1363 2.5339  0.37
9 C 0.5064 3.8924 1.7311  -0.30
10 O 0.3042 5.2459 1.7230  0.01
11 C -0.6202 3.0482 1.5325  -0.16
12 C -0.4431 1.6130 1.5661  -0.09
13 C -1.7974 1.0810 1.4022  -0.46
14 O -2.3383 0.1098 1.8011  0.15
15 N -2.5209 2.1533 0.6624  -0.09
16 P -2.0762 1.9545 -0.9483  0.69
17 O -2.8158 2.7259 -1.9558  -0.39
18 C -1.9432 3.3716 1.2437  -0.54
19 O -2.6516 4.4689 1.4924  -0.35
20 H 2.4359 -2.9129 0.5495  0.05
21 H 2.8508 -1.9966 -0.8688  0.06
22 H 1.1672 -2.1528 -0.4385  0.08
23 H 2.3028 0.0476 0.0841  0.05
24 H 3.1597 -0.7252 1.3748  0.11
25 H 1.2290 -0.8117 2.6826  0.12
26 H 0.1521 -0.9446 1.2932  0.11
27 H 2.8670 1.4551 2.0432  0.08
28 H 3.9769 3.4522 3.0394  -0.01
29 H 3.9354 4.0866 0.8932  -0.14
30 H 0.0401 5.5361 0.8471  0.12
31 H -2.1463 0.5672 -1.1493  0.04
32 H -0.7193 2.2946 -1.0054  0.00
33 F 1.2302 -3.2472 2.4046  0.03
34 C 0.2218 -4.1608 2.3825  -0.27
35 C -0.7294 -4.1548 3.3756  0.00
36 C -1.7404 -5.1022 3.3202  -0.06
37 C -1.7788 -6.0294 2.2888  -0.10
38 C -0.8055 -6.0140 1.3027  -0.10
39 C 0.2074 -5.0684 1.3432  -0.02
40 H -0.6810 -3.4248 4.1723  0.12
41 H -2.5032 -5.1094 4.0820  0.11
42 H -2.5718 -6.7627 2.2537  0.09
43 H -0.8347 -6.7379 0.5013  0.05
44 H 0.9760 -5.0306 0.5824  0.11
45 Ca -2.7568 4.0590 3.4016  1.61
46 F -4.2697 -1.8030 2.6891  -0.13
47 Al -4.9111 -1.1820 4.0850  -0.20
48 F -4.1796 0.2710 4.4748  -0.18
49 F -4.7412 -2.2377 5.3599  -0.16
50 F -6.6134 -0.8803 3.8452  -0.44
51 F 3.2946 8.3825 3.0561  -0.71
52 Li 5.6522 4.8296 0.8633  0.74
53 Br -8.7022 -1.0250 4.4999  0.28
54 C 0.0879 1.7319 -4.8297  -0.08
55 C 1.5517 2.1032 -5.0820  -0.21
56 C 2.5795 1.7807 -4.0072  -0.11
57 N 2.3818 2.3594 -2.6284  -0.24
58 C 1.3246 1.6195 -1.8833  -0.01
59 C 3.6699 2.2036 -1.8518  -0.10
60 C 4.4951 3.4302 -2.2033  -0.15
61 C 3.4440 4.5512 -2.3057  -0.11
62 C 2.1205 3.8488 -2.6472  -0.05
63 H -0.4022 2.4128 -4.1331  0.07
64 H -0.4684 1.8036 -5.7617  0.09
65 H -0.0157 0.7108 -4.4610  0.09
66 H 1.6121 3.1557 -5.3648  0.11
67 H 1.8956 1.5588 -5.9638  0.12
68 H 3.5500 2.1427 -4.3473  0.13
69 H 2.6578 0.7035 -3.8616  0.14
70 H 1.5863 0.5647 -1.8738  0.12
71 H 0.3636 1.7721 -2.3565  0.05
72 H 1.2899 2.0039 -0.8670  0.08
73 H 3.4044 2.1998 -0.7944  0.12
74 H 4.1264 1.2527 -2.1161  0.14
75 H 5.0287 3.2889 -3.1424  0.11
76 H 5.2465 3.6467 -1.4371  0.09
77 H 3.7161 5.2863 -3.0583  0.12
78 H 3.3386 5.0896 -1.3636  0.11
79 H 1.7502 4.1346 -3.6236  0.12
80 H 1.3446 4.0518 -1.9142  0.14
81 O 1.1457 9.0928 1.6893  -0.23
82 H 1.3797 8.1604 1.8243  -0.13
83 C -3.1812 -4.2379 -1.1314  -0.09
84 C -3.1700 -3.2886 -0.1191  -0.07
85 C -3.6680 -2.0151 -0.3551  -0.09
86 C -4.1829 -1.6938 -1.6044  -0.10
87 C -4.1966 -2.6445 -2.6179  -0.11
88 C -3.6931 -3.9161 -2.3823  -0.11
89 H -2.7934 -5.2321 -0.9448  0.09
90 H -2.7781 -3.5351 0.8591  0.09
91 H -3.6530 -1.2851 0.4418  0.07
92 H -4.5759 -0.7011 -1.7882  0.10
93 H -4.6025 -2.3945 -3.5901  0.09
94 H -3.7028 -4.6574 -3.1717  0.09
95 C -1.0534 -10.3944 0.8086  -1.55
96 Cl 0.6128 -10.7352 1.2750  0.52
97 Cl -1.9762 -9.7889 2.1797  0.55
98 Cl -1.1033 -9.2533 -0.5375  0.54
99 H -1.5055 -11.3181 0.4783  0.01

Force components x, y, z for each atom (eV/Å):
C 0.44 0.44 0.00
C -0.66 -0.22 0.08
C 0.31 0.93 -0.31
C -0.11 0.14 0.26
C -0.32 -0.26 -0.12
C -0.13 -0.24 -0.18
P -0.36 0.87 0.33
S 0.61 0.99 0.05
C 0.39 -0.02 0.14
O 0.40 0.00 0.40
C -0.23 0.20 0.56
C 0.36 -0.06 -0.36
C 0.73 0.65 -0.50
O -0.25 -1.23 0.12
N -0.48 -0.45 1.03
P -0.87 0.46 -0.42
O -0.16 0.24 -0.37
C 0.53 -0.15 -0.46
O -0.15 0.54 -1.43
H -0.12 -0.40 0.13
H 0.23 -0.05 -0.27
H -0.36 -0.26 -0.05
H 0.25 0.46 -0.35
H 0.39 -0.10 0.08
H -0.13 -0.36 0.37
H -0.32 -0.31 0.01
H 0.38 -0.02 0.13
H 0.12 -0.57 -0.32
H 0.24 -1.09 -0.35
H -0.37 0.19 -0.13
H 0.11 -0.16 0.23
H -0.20 0.00 0.44
F -0.16 -0.15 0.35
C 0.12 -0.12 -0.23
C 0.02 0.18 0.18
C 0.00 -0.05 -0.08
C -0.08 -0.01 0.06
C 0.00 0.06 0.02
C 0.06 -0.02 -0.12
H -0.03 0.02 -0.03
H -0.10 0.05 0.09
H -0.03 -0.01 -0.01
H 0.02 0.01 -0.01
H 0.01 0.00 0.02
Ca 0.02 -0.43 0.66
F 0.03 -0.24 -0.38
Al -0.31 -0.25 0.19
F 0.20 0.85 0.05
F 0.01 -0.22 0.24
F 0.95 0.16 -0.36
F -0.12 -0.33 -0.28
Li -0.61 0.67 0.66
Br -0.73 -0.04 0.28
C 0.13 0.08 0.03
C -0.33 0.06 -0.04
C 0.11 0.00 -0.29
N 0.23 -0.07 0.27
C -0.05 0.00 -0.19
C 0.20 0.17 0.00
C -0.23 0.11 -0.02
C 0.09 -0.05 0.01
C 0.03 0.21 0.04
H -0.05 -0.03 0.03
H 0.01 -0.02 -0.04
H -0.02 -0.01 0.02
H 0.06 0.01 -0.01
H 0.11 -0.04 0.03
H 0.03 -0.02 0.02
H -0.03 -0.02 0.05
H -0.03 -0.05 0.00
H 0.23 -0.09 -0.17
H 0.05 -0.03 0.11
H -0.04 -0.03 0.04
H -0.04 -0.06 0.04
H 0.03 0.05 0.00
H -0.05 -0.19 -0.10
H -0.04 0.02 -0.04
H -0.02 -0.05 0.05
H -0.12 -0.09 -0.03
H -0.01 0.01 0.03
O -0.03 -0.28 -0.10
H 0.21 0.22 0.21
C 0.03 0.00 -0.02
C 0.08 -0.05 0.00
C 0.01 0.14 -0.04
C 0.07 -0.04 -0.03
C 0.02 0.03 -0.03
C 0.01 -0.01 0.00
H 0.00 -0.01 0.01
H -0.02 -0.01 0.06
H -0.09 -0.05 0.06
H -0.04 0.01 0.00
H -0.02 0.00 -0.02
H -0.02 -0.01 -0.01
C 0.06 0.08 0.07
Cl 0.01 -0.02 -0.01
Cl -0.02 -0.02 0.01
Cl -0.03 -0.07 -0.09
H -0.02 -0.04 -0.03

* strongest force on any atom: 0.02982 hartree/bohr
* highest occupied orbital energy: -5.0 eV